A cluster of 2 separate species, C5H13NO in total. Source: OMol25; level of theory: the ωB97M-V functional and the def2-TZVPD basis.

Last column: Löwdin charge in e.
CARTESIAN COORDINATES (ANGSTROEM)
C  -0.74272  1.87296  -0.71928  -0.108
C  -1.17246  0.49408  -1.22997  -0.233
C  -1.44780  -0.46013  -0.07904  -0.340
C  -2.44251  -0.00668  0.93657  -0.071
C  -0.79534  -1.61167  0.01509  -0.180
N  -0.82828  -2.47175  1.11971  0.034
H  -0.38027  2.51106  -1.52463  0.067
H  0.04831  1.74365  0.02853  0.079
H  -1.57560  2.30883  -0.16125  0.062
H  -0.33434  0.10227  -1.80877  0.099
H  -2.10246  0.47447  -1.80855  0.109
H  -3.35167  0.30726  0.41590  0.084
H  -2.78597  -0.84240  1.54137  0.066
H  -2.15148  0.81679  1.59074  0.079
H  -0.06317  -1.89477  -0.72514  0.109
H  -1.04725  -2.03777  2.00094  0.069
H  -0.06998  -3.12826  1.21312  0.073
O  7.36416  0.82683  -0.43598  -0.061
H  6.41939  1.00517  -0.39956  0.031
H  7.45943  -0.00995  0.03022  0.031

Atomic forces in eV per Å
C -0.464 -0.426 0.417
C 0.100 -0.709 0.612
C 0.507 0.547 -0.257
C -0.779 -0.364 -0.109
C 0.774 0.073 0.776
N -0.334 -0.352 0.074
H -0.212 0.147 0.124
H 0.098 -0.001 -0.262
H 0.093 0.427 -0.333
H -0.285 -0.202 -0.305
H 0.286 0.613 -0.411
H -0.019 0.269 -0.047
H 0.116 -0.055 0.283
H 0.241 -0.051 -0.051
H -0.053 -0.062 -0.321
H -0.020 0.005 -0.006
H -0.050 0.139 -0.185
O -0.088 -0.093 0.066
H 0.008 0.073 -0.042
H 0.080 0.021 -0.023

The value obtained for the relative energy (zero: lowest compared OMol25 entry of this formula, charge and spin) is 26.7 kcal/mol. The value obtained for the HOMO-LUMO gap is 8.6 eV. As for the max |F|: 1.098 eV Å⁻¹. The LUMO energy comes out at 0.8 eV. Its spin multiplicity is 1. The total energy comes out at -328.2764 a.u.

The molecule C3H5NS3. Source: OMol25; level of theory: the ωB97M-V functional and the def2-TZVPD basis.

Last column: Löwdin charge in e.
CARTESIAN COORDINATES (ANGSTROEM)
C  0.33196  1.84183  0.11388  -0.425
S  -1.01007  1.21479  -0.87952  0.841
C  -1.31617  -0.44740  -0.33287  -1.170
S  -2.72361  -1.13534  -0.81437  0.635
N  -0.38225  -1.17103  0.42246  -0.119
C  0.91611  -1.44345  0.05646  -0.689
S  1.83703  -0.88253  -1.19578  0.635
H  1.21798  2.03407  -0.56520  0.046
H  0.57286  1.18966  0.93612  0.029
H  -0.04829  2.80146  0.41870  0.018
H  -0.77602  -1.80635  1.09965  0.125
H  1.38047  -2.19571  0.74047  0.076

Atomic forces in eV per Å
C 1.064 0.569 -1.515
S -0.416 -1.530 0.287
C -0.488 0.648 -0.958
S 0.358 0.106 0.378
N 1.002 0.302 -0.300
C 0.809 -0.213 -0.062
S -0.938 -0.280 0.907
H -0.843 -0.481 0.971
H 0.112 -0.029 0.249
H 0.105 0.351 0.601
H -0.204 -0.071 -0.115
H -0.562 0.627 -0.444

The value obtained for the relative energy (zero: lowest compared OMol25 entry of this formula, charge and spin) is 10.5 kcal/mol. The value obtained for the HOMO-LUMO gap is 8.0 eV. As for the max |F|: 1.937 eV Å⁻¹. The LUMO energy comes out at -0.7 eV. Its spin multiplicity is 1. The total energy comes out at -1366.5972 a.u.

A structure of composition C4H8O2. Source: OMol25; level of theory: the ωB97M-V functional and the def2-TZVPD basis.

Last column: Löwdin charge in e.
CARTESIAN COORDINATES (ANGSTROEM)
O  2.14036  0.94508  0.01430  -0.052
C  1.24132  -0.14528  -0.01397  -0.254
C  -0.17084  0.23574  0.38518  -0.243
C  -1.06911  0.77984  -0.73441  -0.144
O  -1.70821  -0.49852  -0.89268  -0.110
C  -1.09522  -0.98409  0.30855  -0.163
H  2.75624  0.73861  0.72130  0.082
H  1.58813  -0.92407  0.67954  0.125
H  1.23371  -0.58657  -1.02138  0.134
H  -0.16583  0.80546  1.31932  0.143
H  -1.78492  1.54562  -0.40663  0.119
H  -0.57148  1.11685  -1.65168  0.124
H  -1.80867  -1.08203  1.13599  0.119
H  -0.58550  -1.94666  0.15658  0.120

Atomic forces in eV per Å
O 0.176 0.022 0.138
C -0.224 -0.363 0.000
C 0.098 0.002 0.083
C 0.094 0.353 -0.094
O -0.156 -0.054 -0.114
C 0.047 -0.259 0.273
H 0.160 0.381 -0.093
H -0.074 -0.003 -0.130
H -0.028 0.086 0.126
H -0.011 -0.124 -0.131
H 0.111 -0.119 -0.049
H -0.060 -0.075 0.128
H 0.017 0.023 -0.136
H -0.151 0.131 -0.002

The value obtained for the relative energy (zero: lowest compared OMol25 entry of this formula, charge and spin) is 50.5 kcal/mol. The value obtained for the HOMO-LUMO gap is 10.5 eV. As for the max |F|: 0.427 eV Å⁻¹. The LUMO energy comes out at 0.8 eV. Its spin multiplicity is 1. The total energy comes out at -307.6320 a.u.

A structure of composition C3H12FHfN6O3. Source: OMol25; level of theory: the ωB97M-V functional and the def2-TZVPD basis.

Last column: Löwdin charge in e.
CARTESIAN COORDINATES (ANGSTROEM)
Hf  2.19925  0.91499  0.74179  2.374
F  0.06599  0.78721  0.57309  -0.408
C  -2.74559  -1.31164  0.45873  -0.646
O  -3.54925  -2.23737  0.52239  0.139
N  -2.55883  -0.61971  -0.70945  0.185
N  -2.11158  -0.79877  1.55176  0.174
H  -2.86142  -1.06004  -1.56610  0.133
H  -1.91364  0.14714  -0.76277  0.071
H  -2.18985  -1.24923  2.45057  0.134
H  -1.57439  0.04862  1.48561  0.062
C  1.04041  3.03744  -1.78483  -0.517
O  1.53979  2.04393  -1.10275  -0.206
N  -0.13800  3.57003  -1.44216  0.254
N  1.80481  3.70836  -2.65034  0.255
H  -0.59356  3.09473  -0.67923  0.125
H  -0.56459  4.31390  -1.97375  0.161
H  2.78265  3.50699  -2.50202  0.144
H  1.48385  4.51727  -3.16068  0.161
C  1.47924  -2.32659  1.33019  -0.511
O  2.01677  -1.14890  1.46679  -0.173
N  1.95534  -3.39105  1.97032  0.267
N  0.36615  -2.55553  0.64027  0.250
H  2.80110  -3.42127  2.52252  0.162
H  1.54131  -4.27827  1.72432  0.158
H  -0.22200  -1.81858  0.28197  0.090
H  -0.05396  -3.47368  0.61373  0.162

Atomic forces in eV per Å
Hf -7.423 -2.396 -2.743
F 4.558 0.270 1.070
C -1.970 0.064 -0.240
O 1.187 0.149 0.123
N 0.643 -0.288 -0.083
N 0.861 -0.117 0.313
H -0.239 0.130 0.090
H -0.062 0.017 -0.133
H -0.440 0.028 -0.096
H -0.319 -0.024 0.171
C -0.290 3.362 -0.052
O 2.201 -1.827 2.890
N 0.902 -1.915 0.129
N 0.072 -1.854 1.071
H -0.724 0.287 -0.245
H -0.200 0.080 0.156
H 0.199 0.307 -0.974
H 0.131 0.076 -0.070
C -1.441 -2.740 0.500
O 1.150 4.360 -1.421
N 0.525 0.865 -0.420
N 0.384 1.052 -0.349
H 0.071 0.229 -0.053
H 0.083 -0.218 0.320
H 0.094 0.205 -0.001
H 0.049 -0.101 0.049

The value obtained for the relative energy (zero: lowest compared OMol25 entry of this formula, charge and spin) is 0.0 kcal/mol. Its total charge is +3. The value obtained for the HOMO-LUMO gap is 2.5 eV. As for the max |F|: 8.268 eV Å⁻¹. The LUMO energy comes out at -15.7 eV. Its spin multiplicity is 1. The total energy comes out at -822.5825 a.u.

A cluster of 2 separate species, C4H12NS in total. Source: OMol25; level of theory: the ωB97M-V functional and the def2-TZVPD basis.

Last column: Löwdin charge in e.
CARTESIAN COORDINATES (ANGSTROEM)
C  2.68008  0.53888  -1.23415  -0.071
C  1.63076  1.08459  -0.28178  -0.094
C  0.32607  0.67024  -0.28766  -0.106
N  -0.65576  1.20945  0.68597  0.127
H  2.25709  -0.10655  -1.98124  0.070
H  3.13200  1.41260  -1.76852  0.101
H  3.51759  0.01699  -0.73516  0.096
H  1.87864  1.89244  0.39708  0.111
H  -0.16108  0.01644  -1.06556  0.137
H  -0.30328  2.03685  1.18310  0.168
H  -1.58078  1.36706  0.24537  0.163
H  -0.93521  0.44701  1.38806  0.030
C  -2.24557  -1.71468  0.15024  -0.427
S  -1.87930  -1.43945  1.94658  0.689
H  -3.03802  -2.48799  0.11430  0.045
H  -2.59778  -0.79576  -0.36077  0.035
H  -1.41342  -2.13840  -0.33432  0.010
H  -0.61203  -2.00972  1.93846  -0.084

Atomic forces in eV per Å
C 0.390 1.408 0.241
C -2.244 -1.255 -0.528
C 1.490 0.325 -1.038
N -0.512 -0.736 0.083
H -0.278 -0.362 -0.211
H -0.266 -0.685 0.396
H -0.561 0.287 0.019
H 0.334 -0.152 0.211
H 0.832 0.580 1.168
H -0.323 -0.177 -0.233
H 0.737 0.592 0.075
H 0.414 0.289 -0.197
C -1.688 -0.104 0.813
S 1.115 -0.288 -0.576
H 0.288 0.664 -0.088
H 0.209 -0.547 0.404
H 1.134 -0.258 -0.584
H -1.072 0.419 0.045

The value obtained for the relative energy (zero: lowest compared OMol25 entry of this formula, charge and spin) is 28.1 kcal/mol. Its total charge is +1. The value obtained for the HOMO-LUMO gap is 10.3 eV. As for the max |F|: 2.625 eV Å⁻¹. The LUMO energy comes out at -3.2 eV. Its spin multiplicity is 1. The total energy comes out at -612.2599 a.u.

The molecule C30H30BClF2O2S. Source: OMol25; level of theory: the ωB97M-V functional and the def2-TZVPD basis.

Last column: Löwdin charge in e.
CARTESIAN COORDINATES (ANGSTROEM)
C  -3.71259  5.42640  1.89289  -0.093
C  -2.92309  4.24566  2.40042  -0.524
C  -2.72574  3.91285  3.72178  -0.152
C  -1.89312  2.80939  3.97943  -0.102
C  -1.25049  2.29845  2.80789  -0.452
B  -1.01594  0.10214  2.79579  -0.801
C  -0.01473  1.62097  2.74150  -0.247
C  0.83114  1.76146  1.49660  0.043
C  2.14592  2.18390  1.49431  -0.070
C  2.78174  2.50491  2.70929  -0.633
Cl  4.39015  3.10033  2.71410  0.743
C  2.08983  2.39074  3.91667  -0.077
C  0.81481  1.87044  3.95008  0.042
O  -1.50776  -0.08765  4.06417  0.092
C  -2.82968  -0.69651  3.80196  -0.382
C  -2.63085  -2.14035  4.16725  0.003
C  -3.76201  -0.00558  4.83282  -0.010
C  -3.19671  -0.40675  2.27490  -0.440
C  -3.61197  -1.59894  1.45444  0.012
C  -4.19287  0.71417  2.10708  -0.035
O  -1.96572  0.04298  1.71342  0.021
S  -2.09393  3.02179  1.45489  1.128
H  -4.38867  5.88256  2.63312  0.085
H  -3.09759  6.24605  1.52571  0.072
H  -4.34482  5.10093  1.06504  0.072
H  -3.18648  4.50478  4.50717  0.115
H  -1.71731  2.46614  4.99814  0.123
H  0.32592  1.61187  0.51405  0.139
H  2.69147  2.32000  0.56163  0.116
H  2.54369  2.71811  4.84145  0.117
H  0.26474  1.84012  4.86598  0.125
H  -3.52972  -2.76687  4.03730  0.109
H  -1.81305  -2.49388  3.53762  0.054
H  -2.27952  -2.20984  5.21402  0.111
H  -4.80518  -0.39958  4.73490  0.101
H  -3.40884  -0.22227  5.86872  0.097
H  -3.77337  1.10407  4.71145  0.074
H  -4.58147  -1.93980  1.73663  0.091
H  -3.58322  -1.30165  0.42180  0.104
H  -2.91780  -2.40581  1.56915  0.049
H  -5.16852  0.34296  2.38851  0.091
H  -3.94508  1.58204  2.70955  0.049
H  -4.22286  1.03098  1.07002  0.087
F  2.56181  -3.45395  6.82288  0.026
C  2.03636  -3.01358  5.63652  -0.270
C  2.06897  -1.66432  5.30822  -0.012
C  1.43637  -1.25175  4.16806  -0.042
C  0.68886  -2.09594  3.33999  -0.149
C  -0.09720  -1.33273  2.26686  -0.050
C  -0.57105  -2.32306  1.19658  -0.188
C  -0.39084  -2.01966  -0.15685  -0.014
C  -0.72074  -2.93181  -1.17498  -0.009
C  -1.27051  -4.15397  -0.84386  -0.261
F  -1.67930  -5.01652  -1.83302  0.025
C  -1.44533  -4.53121  0.49826  0.012
C  -1.07396  -3.60921  1.49168  -0.092
C  0.97687  -3.48040  3.50195  -0.018
C  1.53285  -3.95345  4.73299  0.006
H  2.58744  -0.94568  5.94275  0.120
H  1.61407  -0.22966  3.84317  0.096
H  0.60451  -0.63925  1.77558  0.110
H  0.12510  -1.09706  -0.45288  0.119
H  -0.56238  -2.67062  -2.22058  0.116
H  -1.84865  -5.50674  0.74970  0.117
H  -1.14064  -3.98046  2.49858  0.094
H  0.91584  -4.23178  2.72442  0.106
H  1.60810  -5.01884  4.94162  0.113

Atomic forces in eV per Å
C -0.387 -0.416 -0.436
C 0.467 -0.773 1.154
C -0.794 0.530 -0.431
C 1.465 -0.583 -1.411
C -4.976 4.179 1.940
B 0.099 -4.107 -1.744
C 5.683 -0.291 -0.810
C -1.796 -0.066 0.490
C 0.013 -0.334 0.313
C -0.676 -0.062 -0.278
Cl -0.147 -0.020 -0.067
C -0.209 -0.632 0.199
C -1.048 0.433 -1.620
O -1.407 0.318 -0.225
C -0.523 1.117 1.595
C 0.139 -0.610 0.098
C -0.472 -0.039 0.010
C 0.566 0.565 0.447
C 0.226 0.089 0.469
C -0.358 -0.061 0.238
O 0.403 1.075 0.756
S 0.881 1.121 -0.294
H 0.360 -0.551 0.077
H 0.305 -0.139 -0.085
H -0.043 0.142 -0.097
H 0.052 -0.169 0.013
H 0.216 0.092 -0.394
H 0.394 0.084 0.891
H -0.184 -0.141 0.210
H 0.162 -0.138 -0.014
H 0.068 -0.123 0.527
H 0.331 0.252 -0.019
H -0.378 -0.296 0.272
H -0.268 0.067 -0.470
H 0.724 0.366 0.111
H -0.168 0.039 -0.803
H -0.055 -0.959 0.026
H -0.928 -0.267 0.087
H -0.208 0.118 -0.531
H 0.042 -0.283 0.049
H -0.475 0.111 0.112
H -0.084 0.018 0.066
H -0.006 -0.116 -0.200
F -0.223 0.352 -0.602
C -0.365 -0.775 -0.176
C 0.518 -0.300 0.928
C -0.136 0.167 0.036
C 1.167 0.289 -0.719
C 2.218 -0.845 -0.330
C 0.125 0.291 0.031
C 0.223 -0.472 -0.300
C -0.085 0.366 0.061
C -0.485 -0.433 0.573
F 0.423 0.571 0.605
C 0.424 0.961 -0.581
C 0.047 -0.478 -0.954
C 0.266 0.299 1.488
C 0.145 1.235 -0.556
H -0.024 -0.280 -0.099
H -0.432 -0.194 0.228
H 0.436 -0.782 -0.342
H -0.435 -0.266 0.226
H -0.046 -0.114 0.232
H 0.067 0.136 -0.042
H -0.247 0.240 0.146
H -0.726 0.236 0.039
H 0.143 0.255 -0.114

The value obtained for the relative energy (zero: lowest compared OMol25 entry of this formula, charge and spin) is 131.8 kcal/mol. The value obtained for the HOMO-LUMO gap is 5.4 eV. As for the max |F|: 6.781 eV Å⁻¹. The LUMO energy comes out at -2.0 eV. Its spin multiplicity is 1. The total energy comes out at -2394.5259 a.u.